The following is a DFT calculation (the ωB97M-V functional and the def2-TZVPD basis) of a cluster of 6 separate species, C46H100F13N6O6S in total at a distorted geometry.

CARTESIAN COORDINATES (ANGSTROEM)
C  0.3559  3.3823  2.5319
C  1.2034  4.1412  1.4820
C  1.1530  5.6799  1.6001
C  0.1530  6.3419  0.6305
C  -1.2537  6.5285  1.2262
C  -2.1561  7.3754  0.3028
C  -3.6443  7.1662  0.6410
C  -4.6587  7.5077  -0.4705
C  -4.2105  8.5696  -1.4696
C  -3.2215  8.1857  -2.5861
C  -3.3512  6.8000  -3.2744
C  -2.0019  6.0684  -3.2999
C  -1.9758  4.7878  -4.1698
C  -0.7776  3.8115  -3.9461
C  0.4606  4.7274  -3.7718
C  1.8684  4.1328  -3.9514
C  2.9381  5.2243  -4.0386
F  2.4353  6.4540  -3.8511
F  3.4499  5.2131  -5.2965
C  4.1742  4.9803  -3.1146
F  5.1804  5.6639  -3.5829
F  4.4723  3.7012  -3.1802
S  3.9790  5.4821  -1.2904
F  5.5432  5.5285  -1.1169
F  3.9441  7.0018  -1.7292
F  2.3705  5.3995  -1.4198
F  3.9697  3.9657  -0.8140
F  3.7990  5.9292  0.2033
C  -0.6743  2.9133  -5.1982
F  -1.9630  2.5507  -5.6094
C  0.0416  1.6235  -4.8037
C  -0.1966  0.4330  -5.7589
C  1.0917  -0.3141  -6.1462
C  1.9091  -0.7639  -4.9561
F  1.1278  -1.0377  -3.8916
F  2.7830  0.1690  -4.5508
F  2.6022  -1.8614  -5.2075
C  -0.5411  1.3806  -3.4053
N  -0.8925  2.7433  -2.8137
C  -2.1806  2.5401  -2.0508
C  -2.4161  3.4460  -0.8345
O  -3.6318  4.1456  -0.9146
H  0.9659  2.6810  3.1101
H  -0.1032  4.0706  3.2484
H  -0.4451  2.7953  2.0691
H  2.2458  3.8117  1.5465
H  0.8601  3.8403  0.4806
H  0.8443  5.9409  2.6198
H  2.1506  6.1152  1.4661
H  0.5281  7.3058  0.2637
H  0.0790  5.6897  -0.2569
H  -1.7319  5.5378  1.2994
H  -1.1771  6.9425  2.2360
H  -1.9150  7.0607  -0.7214
H  -1.9001  8.4306  0.4596
H  -3.7874  6.1220  0.9424
H  -3.8785  7.7651  1.5304
H  -4.9834  6.5873  -0.9634
H  -5.5601  7.8970  0.0205
H  -5.1000  8.9962  -1.9515
H  -3.7655  9.3983  -0.9013
H  -2.1843  8.3076  -2.2431
H  -3.3423  8.9358  -3.3770
H  -4.1357  6.1682  -2.8601
H  -3.6222  6.9839  -4.3251
H  -1.2934  6.7708  -3.7581
H  -1.6449  5.8691  -2.2853
H  -2.9332  4.2661  -4.1892
H  -1.8060  5.1342  -5.1975
H  0.3359  5.5241  -4.5104
H  0.4187  5.1763  -2.7724
H  1.9573  3.5395  -4.8570
H  2.1093  3.4760  -3.1064
H  -0.1901  3.4218  -6.0389
H  1.1081  1.7590  -4.6494
H  -0.9036  -0.2833  -5.3288
H  -0.6525  0.7949  -6.6858
H  1.7098  0.3096  -6.7985
H  0.8258  -1.2171  -6.7054
H  -1.4705  0.8217  -3.5312
H  0.1454  0.9075  -2.7027
H  -0.2052  3.0316  -2.1133
H  -2.1198  1.5078  -1.6935
H  -3.0177  2.5919  -2.7486
H  -1.6211  4.1919  -0.7413
H  -2.3994  2.8386  0.0794
H  -4.3515  3.5304  -1.1167
C  2.8628  -4.4469  -0.6273
C  2.7932  -4.0653  -2.1017
C  2.6579  -5.2595  -3.0546
O  3.8375  -6.0116  -3.2471
C  4.1449  -6.9390  -2.2241
N  3.9370  -3.2100  -2.4342
H  3.8547  -4.7962  -0.3407
H  2.6423  -3.5794  -0.0041
H  2.1369  -5.2281  -0.3910
H  1.8861  -3.4665  -2.2411
H  2.4077  -4.8687  -4.0451
H  1.8330  -5.9150  -2.7427
H  3.2374  -7.3988  -1.8202
H  4.7094  -6.4781  -1.4101
H  4.7644  -7.7172  -2.6677
H  3.8220  -2.8579  -3.3794
H  4.7650  -3.7984  -2.4829
C  2.0629  9.7099  1.2622
C  0.6441  10.2634  1.1626
C  0.5685  11.7871  1.0077
O  0.8360  12.5218  2.1817
C  2.2037  12.6825  2.5083
N  -0.1382  9.7795  2.3061
H  2.4791  9.8432  2.2604
H  2.0630  8.6384  1.0603
H  2.7303  10.1904  0.5444
H  0.1928  9.8447  0.2549
H  -0.4597  12.0449  0.7398
H  1.2146  12.1291  0.1872
H  2.8143  12.8111  1.6092
H  2.5870  11.8399  3.0885
H  2.2866  13.5799  3.1193
H  -1.1124  10.0404  2.1774
H  0.1527  10.3121  3.1228
C  0.9284  -8.2460  0.7411
C  0.2590  -6.9919  1.2952
C  -0.3689  -7.1684  2.6828
O  -1.5797  -7.8946  2.7086
C  -1.4399  -9.3009  2.6192
N  -0.6985  -6.4837  0.3069
H  0.2019  -8.9469  0.3311
H  1.6043  -7.9762  -0.0714
H  1.5079  -8.7647  1.5069
H  1.0400  -6.2330  1.4124
H  -0.6247  -6.1760  3.0651
H  0.3548  -7.6096  3.3827
H  -0.5446  -9.6505  3.1413
H  -1.4030  -9.6370  1.5808
H  -2.3181  -9.7491  3.0839
H  -1.0475  -5.5801  0.6131
H  -1.5145  -7.0906  0.3215
C  3.0532  -14.1178  3.8570
C  2.7301  -12.6912  4.2896
C  1.2862  -12.2555  4.0129
O  0.9877  -11.9722  2.6586
C  0.7635  -13.1008  1.8347
N  3.7142  -11.7794  3.7000
H  3.2323  -14.1845  2.7839
H  3.9619  -14.4578  4.3526
H  2.2470  -14.8067  4.1157
H  2.8532  -12.6449  5.3763
H  1.1144  -11.3144  4.5435
H  0.5713  -12.9886  4.4113
H  0.2441  -13.8946  2.3797
H  1.6944  -13.4951  1.4216
H  0.1369  -12.7765  1.0041
H  3.5971  -10.8499  4.0919
H  3.4977  -11.6757  2.7120
C  -4.4317  -7.3485  4.5988
C  -5.0377  -7.3205  5.9976
C  -4.0611  -7.7307  7.1072
O  -3.7765  -9.1137  7.1828
C  -2.8448  -9.5986  6.2379
N  -6.2671  -8.1177  6.0049
H  -4.3818  -8.3601  4.1961
H  -5.0452  -6.7659  3.9113
H  -3.4232  -6.9321  4.5895
H  -5.3200  -6.2847  6.2130
H  -4.5174  -7.4826  8.0687
H  -3.1258  -7.1580  7.0318
H  -2.0568  -8.8641  6.0394
H  -3.3249  -9.8711  5.2951
H  -2.3925  -10.4961  6.6595
H  -6.7479  -7.9960  6.8910
H  -6.0061  -9.1002  5.9859

Output
charge	+1
HOMO level	-10.115	eV
LUMO energy	-2.482	eV
orbital gap	7.633	eV

These are the Löwdin partial charges, in e, on atoms 1 to 99:
1 C -0.0930
2 C -0.2429
3 C -0.2015
4 C -0.2086
5 C -0.1979
6 C -0.1992
7 C -0.1857
8 C -0.2016
9 C -0.1997
10 C -0.1939
11 C -0.1763
12 C -0.1968
13 C -0.1001
14 C -0.2605
15 C -0.0877
16 C -0.0508
17 C -0.4554
18 F 0.1293
19 F 0.1306
20 C -0.4901
21 F 0.1741
22 F 0.1573
23 S 0.7902
24 F -0.1005
25 F -0.1098
26 F -0.1531
27 F -0.1310
28 F -0.1121
29 C -0.2086
30 F 0.0216
31 C -0.2173
32 C -0.1080
33 C -0.0481
34 C -0.6437
35 F 0.1299
36 F 0.1380
37 F 0.1603
38 C -0.0362
39 N 0.0333
40 C -0.0657
41 C -0.2139
42 O -0.0412
43 H 0.0703
44 H 0.0714
45 H 0.0521
46 H 0.0971
47 H 0.0739
48 H 0.1102
49 H 0.0777
50 H 0.0952
51 H 0.0683
52 H 0.0993
53 H 0.1130
54 H 0.0748
55 H 0.1011
56 H 0.0927
57 H 0.1156
58 H 0.0853
59 H 0.1097
60 H 0.1106
61 H 0.1137
62 H 0.0927
63 H 0.1095
64 H 0.0957
65 H 0.1165
66 H 0.1215
67 H 0.0823
68 H 0.1185
69 H 0.1385
70 H 0.1392
71 H 0.1137
72 H 0.1233
73 H 0.1289
74 H 0.1793
75 H 0.1164
76 H 0.1274
77 H 0.1289
78 H 0.1416
79 H 0.1406
80 H 0.1367
81 H 0.1479
82 H 0.1720
83 H 0.1326
84 H 0.1408
85 H 0.0996
86 H 0.1288
87 H 0.1120
88 C -0.0637
89 C -0.4322
90 C -0.2065
91 O -0.1824
92 C -0.0982
93 N 0.0463
94 H 0.0696
95 H 0.0761
96 H 0.0577
97 H 0.1250
98 H 0.1178
99 H 0.1235



The following is a DFT calculation (the ωB97M-V functional and the def2-TZVPD basis) of a cluster of 17 separate species, C46H104BClF3IN2O19S2 in total at a distorted geometry.

CARTESIAN COORDINATES (ANGSTROEM)
C  5.1313  1.3609  1.5394
O  5.4339  0.0038  1.1972
C  5.4989  -0.1794  -0.2353
C  5.2632  -1.6922  -0.6264
C  3.8518  -1.9663  -1.2914
C  3.0453  -3.1395  -0.5793
C  1.5520  -3.1107  -1.0693
C  0.7069  -4.3765  -0.6191
C  -0.7854  -4.1039  -1.0863
C  -1.7796  -5.3139  -0.8841
C  -2.3547  -5.4310  0.5919
C  -3.6663  -4.5260  0.8548
C  -3.3373  -3.1098  1.4049
C  -2.7107  -3.0522  2.7397
S  -2.3905  -4.5688  3.7244
C  -2.2984  -1.7959  3.3747
C  -2.5356  -0.5667  2.6473
C  -3.1805  -0.6183  1.3515
C  -3.6148  -1.8422  0.6766
N  -4.2558  -1.9029  -0.6354
Cl  -2.9955  -1.7401  -1.8542
C  -5.1547  -0.7891  -0.8894
C  -6.3656  -1.0766  -1.6772
C  -6.6499  -2.5324  -2.1811
C  -7.9434  -3.1522  -1.4750
C  -7.5984  -4.0456  -0.2346
I  -9.1046  -4.2554  -2.9834
C  -7.3004  0.0082  -2.0119
B  -8.6329  -0.2205  -2.9016
O  -9.9068  0.1803  -2.5163
O  -8.4367  -0.8405  -4.1677
C  -7.0670  1.4026  -1.5842
N  -8.0238  2.4076  -1.9816
C  -5.8625  1.6960  -0.7675
C  -5.6553  3.1667  -0.2840
C  -5.5113  3.2932  1.3095
C  -4.2589  4.1959  1.5438
F  -4.3138  5.4894  1.0221
C  -3.1244  3.7677  2.1827
F  -1.9017  4.3149  1.7984
F  -3.0960  2.8675  3.1853
C  -4.9623  0.5936  -0.4778
S  -3.4429  0.9501  0.4811
H  4.1075  1.4146  2.0032
H  5.8956  1.7507  2.2686
H  5.1333  2.0684  0.6728
H  6.5713  0.0777  -0.5457
H  4.8337  0.5325  -0.7919
H  5.4671  -2.3221  0.2753
H  6.0712  -1.9395  -1.3701
H  3.2414  -1.0283  -1.3651
H  4.0586  -2.3176  -2.3407
H  3.1555  -3.0412  0.5369
H  3.5565  -4.0932  -0.9036
H  1.0950  -2.1540  -0.6552
H  1.5809  -2.9846  -2.1965
H  1.1704  -5.3046  -1.0379
H  0.7452  -4.3702  0.5071
H  -1.1720  -3.2605  -0.4524
H  -0.7741  -3.8648  -2.1809
H  -1.2561  -6.2726  -1.1662
H  -2.6733  -5.2159  -1.5563
H  -1.5038  -5.1561  1.2674
H  -2.5626  -6.5181  0.7704
H  -4.3453  -5.1102  1.5351
H  -4.1466  -4.4128  -0.1575
H  -1.1406  -4.3010  4.2578
H  -1.8306  -1.7707  4.3815
H  -2.2462  0.4104  3.0860
H  -6.8707  -2.5304  -3.2820
H  -5.8027  -3.2220  -1.9372
H  -8.6436  -2.3509  -1.1126
H  -7.1246  -3.4023  0.5509
H  -7.0038  -4.9473  -0.5153
H  -8.5763  -4.3932  0.2022
H  -9.9160  0.3949  -1.5634
H  -8.6791  -0.1954  -4.8600
H  -7.7755  2.8368  -2.8726
H  -8.1765  3.0959  -1.2489
H  -6.4800  3.8574  -0.5723
H  -4.7264  3.5630  -0.7838
H  -6.4252  3.7267  1.7885
H  -5.3506  2.2919  1.7849
C  5.1307  5.4205  0.5399
O  5.9646  4.5632  1.3168
H  5.3412  5.2529  -0.5103
H  4.0798  5.1936  0.7385
H  5.3395  6.4644  0.7884
H  5.7591  4.7304  2.2438
C  9.0873  5.8675  1.6505
O  9.4316  5.7976  3.0346
H  9.0458  6.9139  1.3519
H  9.8456  5.3518  1.0568
H  8.1112  5.4058  1.4904
H  9.4621  4.8650  3.2736
C  2.2111  -5.2402  5.0380
O  1.0339  -4.4376  4.9659
H  2.1571  -6.0101  4.2706
H  3.0903  -4.6227  4.8658
H  2.2757  -5.7139  6.0211
H  1.1036  -3.7640  5.6510
C  -4.0295  -6.9451  -4.3230
O  -3.6931  -6.9935  -2.9417
H  -4.0588  -5.9032  -4.6373
H  -3.2756  -7.4773  -4.9091
H  -5.0114  -7.3976  -4.4839
H  -3.6727  -7.9219  -2.6852
C  3.2281  6.1688  -2.6490
O  4.4267  6.5537  -1.9852
H  2.6621  5.5078  -1.9934
H  2.6315  7.0545  -2.8732
H  3.4716  5.6400  -3.5732
H  4.9070  7.1366  -2.5854
C  1.8221  7.8462  -5.7754
O  3.0219  8.2352  -5.1168
H  1.2609  7.1867  -5.1152
H  1.2185  8.7285  -6.0013
H  2.0602  7.3135  -6.6993
H  3.5016  8.8165  -5.7171
C  0.4362  1.2891  -1.4285
O  0.3145  -0.0981  -1.1488
H  1.4303  1.4771  -1.8325
H  -0.3153  1.5881  -2.1646
H  0.3047  1.8678  -0.5098
H  -0.5685  -0.2439  -0.7926
C  -9.6546  2.3274  1.4421
O  -9.9334  1.1152  0.7483
H  -10.2030  3.1383  0.9652
H  -9.9722  2.2422  2.4838
H  -8.5819  2.5396  1.3964
H  -9.4382  0.4135  1.1869
C  -9.4136  -5.1164  3.3818
O  -9.0078  -3.8702  2.8284
H  -9.6682  -5.7922  2.5671
H  -8.5972  -5.5479  3.9663
H  -10.2902  -4.9736  4.0187
H  -8.7876  -3.2891  3.5646
C  -1.7678  8.2555  0.8812
O  -2.1187  7.4351  1.9851
H  -1.7787  9.2958  1.2028
H  -0.7653  7.9978  0.5286
H  -2.4909  8.1206  0.0719
H  -2.1131  6.5227  1.6857
C  9.6668  -1.1949  -1.2543
O  8.5615  -1.0170  -0.3776
H  9.2888  -1.3512  -2.2634
H  10.3007  -0.3044  -1.2407
H  10.2488  -2.0681  -0.9481
H  8.9185  -0.8822  0.5073
C  5.3904  -6.6850  3.7149
O  5.2096  -5.4090  4.3213
H  4.8216  -7.4237  4.2782
H  5.0266  -6.6566  2.6854
H  6.4494  -6.9561  3.7302
H  5.7196  -4.7736  3.8068
C  2.1146  -7.4742  1.2271
O  3.4022  -7.0609  0.7842
H  1.8987  -6.9838  2.1746
H  1.3580  -7.1865  0.4927
H  2.0997  -8.5581  1.3703
H  3.5714  -7.5056  -0.0534
C  2.8558  -3.2061  -5.1144
O  2.5032  -4.0127  -3.9976
H  2.8785  -2.1646  -4.7973
H  3.8440  -3.4925  -5.4839
H  2.1146  -3.3252  -5.9090
H  2.4901  -4.9276  -4.2994
C  9.2022  8.8668  5.3791
O  8.1191  7.9548  5.2761
H  8.9522  9.6220  6.1230
H  10.1063  8.3380  5.6920
H  9.3731  9.3535  4.4150
H  8.3637  7.2961  4.6120
C  8.1203  8.3186  -2.2501
O  7.9689  6.9299  -1.9871
H  9.1224  8.4920  -2.6386
H  7.3853  8.6405  -2.9935
H  7.9878  8.8896  -1.3273
H  7.0764  6.8000  -1.6442

Output
HOMO level	-7.979	eV
LUMO energy	0.041	eV
orbital gap	8.020	eV

These are the Löwdin partial charges, in e, on atoms 1 to 99:
1 C -0.1286
2 O -0.2117
3 C -0.2315
4 C -0.1586
5 C -0.1913
6 C -0.2030
7 C -0.2262
8 C -0.1889
9 C -0.2320
10 C -0.2084
11 C -0.2049
12 C -0.1512
13 C -0.1299
14 C -0.4739
15 S 0.7727
16 C -0.0818
17 C -0.0863
18 C -0.4117
19 C -0.2418
20 N -0.3830
21 Cl 0.7514
22 C -0.2718
23 C -0.0698
24 C -0.1913
25 C -0.7156
26 C -0.1690
27 I 0.7803
28 C 0.0326
29 B -0.6032
30 O 0.1480
31 O 0.0782
32 C -0.1808
33 N 0.0791
34 C -0.1397
35 C -0.1297
36 C -0.1198
37 C -0.1771
38 F 0.0376
39 C -0.2576
40 F 0.0653
41 F 0.1051
42 C -0.3371
43 S 1.0062
44 H 0.0904
45 H 0.0856
46 H 0.0716
47 H 0.1060
48 H 0.1109
49 H 0.1112
50 H 0.0989
51 H 0.1013
52 H 0.0946
53 H 0.1125
54 H 0.1107
55 H 0.0978
56 H 0.0971
57 H 0.1015
58 H 0.1130
59 H 0.0750
60 H 0.1024
61 H 0.1057
62 H 0.0784
63 H 0.0640
64 H 0.1056
65 H 0.1100
66 H 0.0948
67 H -0.1272
68 H 0.1029
69 H 0.0941
70 H 0.0757
71 H 0.1012
72 H 0.0757
73 H 0.0831
74 H 0.0768
75 H 0.0607
76 H 0.0806
77 H 0.1122
78 H 0.1066
79 H 0.0699
80 H 0.1020
81 H 0.1279
82 H 0.1098
83 H 0.0965
84 C -0.1517
85 O -0.1492
86 H 0.0559
87 H 0.0825
88 H 0.0828
89 H 0.0831
90 C -0.1365
91 O -0.1351
92 H 0.0785
93 H 0.0806
94 H 0.0537
95 H 0.0784
96 C -0.1376
97 O -0.1548
98 H 0.0637
99 H 0.0641



Number 1: total energy -116702.3376 eV. Number 2: total energy -142383.2347 eV.